Record 1
5 unconnected molecules or ions with the total composition C21H33I2N3O19S5 in a non-equilibrium geometry. Source: OMol25; level of theory: ωB97M-V with the def2-TZVPD basis set.

XYZ file:
```
83
Properties=species:S:1:pos:R:3:forces:R:3
C 1.425 3.978 2.087 -0.5 -0.2 -0.5
C 0.158 3.175 1.855 0.7 1.1 -0.5
O -0.683 3.591 1.100 -0.1 -0.9 0.6
N 0.071 1.888 2.532 -0.3 -0.4 0.5
C 0.098 0.730 1.659 0.6 -0.8 -1.4
C 1.466 0.109 1.396 -0.3 0.5 1.1
O -0.860 0.278 1.088 -0.2 0.6 0.7
C -0.669 1.822 3.796 -0.6 0.7 0.4
C -0.992 3.243 4.159 0.0 -1.0 -0.4
N -1.205 4.338 4.401 -0.1 0.7 0.3
C -2.078 1.134 3.773 -0.3 0.9 -0.4
I -2.037 -1.013 3.957 0.0 0.1 0.1
C -2.985 1.687 2.618 -0.2 -1.7 -0.1
C -3.908 0.617 2.005 -0.4 1.0 -0.5
I -4.353 3.184 3.381 0.3 0.1 -0.1
C 0.273 1.353 4.992 0.4 0.5 -0.2
S -0.614 1.082 6.573 -0.4 -0.2 0.3
C 1.210 2.475 5.247 -0.3 -0.8 0.1
N 1.980 3.277 5.517 0.3 0.4 0.0
C 1.174 0.130 4.658 0.4 -0.1 0.6
C 1.526 -0.764 5.849 0.2 -0.6 -0.8
O 2.526 -1.651 5.326 0.0 0.2 0.3
H 1.256 4.673 2.912 0.2 -0.3 0.2
H 2.285 3.329 2.242 0.0 0.1 0.3
H 1.564 4.587 1.192 0.1 0.0 0.1
H 1.395 -0.943 1.679 0.0 0.0 -0.4
H 1.756 0.212 0.352 -0.1 -0.1 0.0
H 2.205 0.541 2.070 0.2 0.1 -0.4
H -2.577 1.470 4.679 0.3 -0.5 0.2
H -2.391 2.058 1.787 0.0 0.6 0.3
H -4.566 1.162 1.319 0.0 -0.2 0.0
H -4.568 0.162 2.743 0.2 -0.2 0.0
H -3.356 -0.095 1.393 0.1 -0.2 0.4
H -0.871 2.349 6.953 0.2 0.0 -0.4
H 2.136 0.518 4.319 -0.2 0.0 -0.2
H 0.775 -0.534 3.896 -0.2 0.3 0.0
H 1.918 -0.199 6.697 -0.2 0.0 0.0
H 0.670 -1.394 6.119 -0.1 0.4 0.4
H 2.923 -2.098 6.081 0.0 -0.1 -0.2
O 0.851 6.386 -3.427 0.1 0.1 -0.2
S 0.720 4.993 -3.658 -0.3 -0.2 0.3
O 1.498 4.319 -4.635 0.2 0.1 0.0
O -0.830 4.670 -3.912 0.2 0.2 0.3
C -1.290 3.702 -2.956 0.0 -0.6 -0.1
C -0.430 3.922 -1.734 -0.3 0.4 0.0
O 0.874 4.216 -2.266 -0.1 -0.2 -0.4
H -1.132 2.707 -3.377 0.0 0.0 0.1
H -2.347 3.846 -2.750 0.0 0.2 -0.1
H -0.394 3.052 -1.091 0.2 -0.1 -0.1
H -0.765 4.784 -1.158 0.0 0.0 0.0
O 3.926 -1.433 1.003 0.2 0.0 0.1
S 4.378 -2.749 0.720 -0.1 -0.2 -0.4
O 5.186 -3.476 1.628 0.0 0.1 0.2
O 5.080 -2.735 -0.720 -0.3 0.1 0.1
C 4.430 -3.670 -1.593 0.1 -0.5 -0.1
C 3.001 -3.727 -1.099 -0.2 0.4 -0.3
O 3.116 -3.654 0.332 0.4 -0.2 0.0
H 4.929 -4.636 -1.490 0.0 0.0 0.0
H 4.499 -3.334 -2.624 0.1 0.2 0.1
H 2.492 -4.640 -1.395 0.0 -0.1 0.3
H 2.428 -2.867 -1.439 -0.1 0.0 -0.1
O -0.194 0.222 -2.934 0.1 0.1 0.3
S 0.455 -0.683 -3.814 -0.2 0.1 -0.7
O 1.292 -1.724 -3.332 -0.1 0.0 0.3
O 1.265 0.177 -4.897 -0.3 0.0 0.2
C 0.829 -0.170 -6.215 0.1 -0.4 -0.3
C -0.611 -0.603 -6.038 -0.2 0.4 -0.1
O -0.626 -1.322 -4.795 1.7 1.3 -0.6
H 1.449 -0.992 -6.578 0.0 0.0 0.0
H 0.931 0.682 -6.882 0.1 0.1 0.2
H -0.959 -1.240 -6.846 0.0 -0.2 0.2
H -1.277 0.258 -5.941 0.0 0.0 -0.1
O -2.053 -2.796 -4.075 -1.2 -1.3 0.4
S -2.161 -4.188 -4.323 -0.3 -0.1 0.3
O -1.362 -4.832 -5.301 0.2 0.1 0.0
O -3.705 -4.541 -4.592 0.2 0.2 0.2
C -4.154 -5.530 -3.658 0.0 -0.5 0.0
C -3.304 -5.308 -2.425 -0.3 0.3 0.2
O -2.006 -4.984 -2.939 0.0 -0.2 -0.4
H -3.977 -6.516 -4.091 0.0 0.0 0.0
H -5.215 -5.407 -3.459 0.0 0.2 -0.1
H -3.252 -6.187 -1.789 0.3 0.0 -0.1
H -3.661 -4.457 -1.841 0.0 0.0 0.0
```
Forces are in eV/Å.

Properties
LUMO: -0.2 eV
total energy: -136056.0105 eV
HOMO: -9.3 eV
SMILES: CC(=O)N(C(C)=O)[C@@](C#N)([C@H](I)[C@@H](C)I)[C@](S)(C#N)CCO.O=S1(=O)OCCO1.O=S1(=O)OCCO1.O=S1(=O)OCCO1.O=S1(=O)OCCO1
spin multiplicity: 1
gap between HOMO and LUMO: 9.135 eV

Löwdin population analysis, charges in e, atoms 1 to 8: 0.032 -0.414 0.114 0.053 -0.424 0.008 0.099 -0.405

---

Record 2
A molecular structure, C5H11ClFeNRe in a non-equilibrium geometry. Source: OMol25; level of theory: ωB97M-V with the def2-TZVPD basis set.

XYZ file:
```
20
Properties=species:S:1:pos:R:3:forces:R:3
Fe -1.516 -1.423 -0.811 0.1 -0.6 -0.5
Cl -1.761 0.406 0.337 -0.3 0.5 0.2
C -1.004 -3.201 -0.086 0.1 -0.2 0.0
C -1.942 -1.432 -2.752 0.0 -0.1 -0.3
H -0.828 -3.961 -0.870 -0.1 0.4 0.4
H -0.081 -2.986 0.465 -0.1 -0.3 0.1
H -1.800 -3.519 0.598 0.2 -0.1 0.0
H -1.665 -2.369 -3.271 -0.2 0.5 0.3
H -1.348 -0.588 -3.121 -0.2 -0.1 -0.2
H -3.013 -1.221 -2.853 0.2 0.0 -0.2
Re 0.793 2.213 0.489 1.8 -1.1 -0.6
C 0.681 1.194 2.218 0.0 -0.6 1.5
C 2.539 1.719 -0.010 0.0 -0.6 -2.1
H 0.924 0.118 2.109 -0.2 0.5 0.0
H 1.272 1.597 3.080 -0.4 -0.1 -0.9
H -0.397 1.294 2.449 0.3 -0.1 0.3
H 2.920 2.044 -1.013 -0.9 0.7 0.2
H 3.412 1.117 0.225 -0.2 -0.1 1.4
N 1.668 5.017 1.511 -1.0 -1.6 -0.1
C 1.146 3.980 1.304 0.9 3.1 0.5
```
Forces are in eV/Å.

Properties
LUMO (alpha / beta): -0.4 / -2.8 eV
energy relative to the best compared isomer or geometry (same formula, charge and spin): 0.000 eV
total energy: -55885.4638 eV
HOMO (alpha / beta): -7.0 / -8.9 eV
⟨S²⟩: 20.039
spin multiplicity: 9
gap between HOMO and LUMO (alpha / beta): 6.610 / 6.142 eV

Löwdin population analysis, charges in e, atoms 1 to 8: 0.623 0.035 -0.242 -0.241 0.007 -0.007 -0.003 0.008

---

Record 3
7 unconnected molecules or ions with the total composition C27H52FN13O9 in a non-equilibrium geometry. Source: OMol25; level of theory: ωB97M-V with the def2-TZVPD basis set.

XYZ file:
```
102
Properties=species:S:1:pos:R:3:forces:R:3
C -5.890 -6.431 3.903 0.1 0.5 0.0
C -5.025 -5.321 3.252 -1.4 -0.3 0.3
O -3.873 -5.861 2.664 0.2 0.3 0.5
C -2.894 -4.858 2.376 0.0 -0.7 -0.5
C -1.551 -5.582 2.150 -0.3 -0.1 0.8
C -0.340 -4.886 2.835 0.1 -0.1 -1.0
C 0.681 -4.274 1.822 -1.2 0.3 0.3
C 0.487 -2.733 1.735 1.0 -0.5 0.1
C 1.759 -1.961 1.410 -0.8 -0.5 0.1
C 3.002 -2.374 1.869 -0.4 -0.6 0.3
C 4.133 -1.689 1.550 0.9 -0.4 0.4
C 4.117 -0.553 0.763 0.8 0.4 -0.4
C 5.448 0.100 0.444 0.3 -0.4 1.0
C 6.175 0.436 1.770 0.4 0.7 -0.3
C 6.991 1.725 1.713 -0.4 0.4 0.1
F 7.062 -0.607 2.105 -0.2 -0.1 0.0
C 2.895 -0.103 0.329 -0.2 0.7 -0.4
C 1.727 -0.813 0.656 -0.7 0.9 -0.6
C 0.433 -0.250 0.141 -0.5 0.2 -0.4
O -0.650 -0.363 0.699 0.6 -0.5 -0.1
C 0.476 0.547 -1.116 0.2 -0.7 0.8
C 1.578 1.215 -1.419 0.3 0.5 -0.7
C 1.570 2.065 -2.691 -0.7 -0.4 0.3
N 1.626 1.240 -3.909 0.8 0.3 0.3
C 2.760 1.152 -0.494 -0.4 0.4 -0.4
O 3.507 2.117 -0.439 -0.1 -0.6 0.1
H -6.928 -6.334 3.573 0.2 -0.2 -0.1
H -5.502 -7.421 3.652 -0.1 0.1 0.0
H -5.919 -6.302 4.989 0.2 -0.2 -0.1
H -5.672 -4.826 2.508 0.4 0.1 -0.1
H -4.812 -4.584 4.040 0.4 0.0 -0.3
H -3.238 -4.338 1.470 0.2 0.3 0.2
H -2.826 -4.160 3.220 0.0 0.0 -0.1
H -1.404 -5.789 1.087 0.2 0.1 0.1
H -1.686 -6.554 2.638 0.0 0.1 -0.2
H 0.167 -5.625 3.461 -0.1 0.2 0.1
H -0.750 -4.084 3.455 0.3 -0.2 0.2
H 1.704 -4.579 2.039 -0.1 0.0 0.0
H 0.381 -4.678 0.849 0.6 0.0 0.0
H 0.142 -2.334 2.695 -0.2 -0.1 -0.2
H -0.267 -2.558 0.970 -0.1 0.3 0.3
H 3.078 -3.261 2.487 0.0 0.1 0.0
H 5.083 -2.052 1.933 0.0 0.1 -0.1
H 5.368 1.003 -0.151 -0.1 -0.2 0.0
H 6.099 -0.635 -0.047 -0.2 0.2 -0.2
H 5.467 0.501 2.602 0.0 -0.1 -0.2
H 8.004 1.586 1.327 -0.2 -0.2 0.0
H 6.476 2.456 1.080 0.1 -0.1 0.1
H 7.056 2.181 2.706 0.2 -0.2 -0.1
H -0.426 0.569 -1.718 0.0 0.1 0.2
H 2.345 2.832 -2.677 -0.1 -0.1 -0.2
H 0.586 2.549 -2.706 0.3 0.3 0.1
H 1.108 0.374 -3.777 0.0 0.0 0.0
H 2.603 1.001 -4.051 -0.1 -0.2 -0.2
N -1.188 3.258 3.976 0.0 -0.1 -0.1
C -0.858 2.116 3.303 0.0 0.1 0.0
N -1.091 2.149 1.959 0.1 -0.1 -0.2
O -0.387 1.136 3.865 0.0 0.0 0.0
H -1.574 4.077 3.544 0.0 0.1 0.1
H -1.028 3.264 4.964 0.0 0.0 0.0
H -0.857 1.319 1.428 -0.3 0.3 0.3
H -1.476 2.944 1.481 0.0 0.1 0.1
N -0.279 -2.477 -5.390 -0.1 0.1 0.0
C -0.789 -2.069 -4.202 0.0 -0.1 -0.2
N -2.010 -2.592 -3.882 -0.1 0.1 0.2
O -0.203 -1.287 -3.461 -0.1 0.0 0.1
H -0.740 -3.120 -6.012 0.2 -0.1 0.0
H 0.617 -2.113 -5.653 0.0 0.0 0.0
H -2.416 -2.311 -3.009 0.0 0.0 0.0
H -2.509 -3.233 -4.469 0.1 0.0 0.0
N 1.557 5.614 -1.108 0.2 -0.1 0.0
C 0.997 6.051 -2.272 0.0 0.2 0.1
N -0.067 6.898 -2.114 0.0 0.0 -0.2
O 1.408 5.712 -3.369 -0.1 -0.1 0.0
H 1.233 5.879 -0.197 -0.1 0.0 0.0
H 2.339 4.987 -1.183 0.0 0.0 0.0
H -0.507 7.240 -2.948 0.0 0.0 0.0
H -0.424 7.185 -1.222 -0.1 -0.2 0.0
N -1.971 5.962 6.837 0.1 -0.1 0.0
C -2.460 6.413 5.643 0.0 0.0 0.1
N -3.418 7.382 5.739 -0.1 0.1 -0.1
O -2.070 5.985 4.571 0.0 0.0 0.0
H -2.279 6.301 7.728 0.0 0.0 0.0
H -1.264 5.252 6.805 0.0 0.0 0.0
H -3.798 7.736 4.881 0.0 0.0 0.0
H -3.754 7.749 6.609 0.0 0.0 0.0
N -2.485 4.401 -2.209 0.1 0.1 0.0
C -3.028 4.884 -1.053 0.0 -0.2 -0.3
N -4.322 4.507 -0.821 -0.1 0.1 0.1
O -2.406 5.598 -0.284 0.0 0.0 0.2
H -2.978 3.813 -2.853 0.0 0.0 0.0
H -1.534 4.657 -2.411 0.0 0.0 0.0
H -4.754 4.843 0.019 0.0 0.0 0.0
H -4.850 3.922 -1.439 0.0 0.0 0.0
N 1.599 -5.237 -8.919 0.1 -0.1 0.1
C 0.423 -4.574 -8.729 0.1 0.0 -0.1
N -0.121 -4.021 -9.851 -0.1 0.1 0.0
O -0.104 -4.483 -7.631 -0.1 0.1 0.1
H 2.050 -5.325 -9.809 0.0 0.0 0.0
H 2.025 -5.655 -8.113 0.0 0.0 0.0
H -0.987 -3.526 -9.745 0.0 0.0 0.0
H 0.295 -4.084 -10.760 0.0 0.0 0.0
```
Forces are in eV/Å.

Properties
LUMO: -0.3 eV
total energy: -69364.3760 eV
HOMO: -8.6 eV
SMILES: CCOCCCCCc1ccc(C[C@H](C)F)c2c1C(=O)C=C(CN)C2=O.NC(N)=O.NC(N)=O.NC(N)=O.NC(N)=O.NC(N)=O.NC(N)=O
spin multiplicity: 1
gap between HOMO and LUMO: 8.318 eV

Löwdin population analysis, charges in e, atoms 1 to 8: -0.068 -0.297 -0.165 -0.209 -0.157 -0.175 -0.167 -0.114

---

Record 4
A gas-phase ion, C2H9N4 (charge +1) in a non-equilibrium geometry. Source: OMol25; level of theory: ωB97M-V with the def2-TZVPD basis set.

XYZ file:
```
15
Properties=species:S:1:pos:R:3:forces:R:3
N 2.426 0.542 0.005 -1.0 -0.7 2.1
C 1.563 -0.497 -0.230 -1.6 1.2 2.7
N -0.055 0.108 -0.655 2.4 0.0 0.7
C -1.182 -0.121 -0.008 0.9 0.0 0.2
N -2.158 0.714 -0.261 1.1 2.8 -2.3
N -1.363 -1.121 0.854 0.4 1.2 -0.2
H 2.777 1.045 -0.750 0.6 0.8 -1.3
H 2.415 1.030 0.902 0.1 -0.4 -0.6
H 1.738 -0.907 -1.138 0.7 -1.7 -2.5
H 1.460 -1.249 0.630 -0.2 1.4 -1.3
H 0.051 1.121 -0.902 0.1 -1.5 0.0
H -2.840 0.903 0.424 -1.1 0.4 0.5
H -1.723 1.485 -0.874 -2.2 -1.0 1.5
H -2.160 -1.104 1.440 -0.8 -0.5 0.2
H -0.948 -1.949 0.564 0.7 -1.9 0.2
```
Forces are in eV/Å.

Properties
charge: +1
LUMO: -3.1 eV
energy relative to the best compared isomer or geometry (same formula, charge and spin): 1.183 eV
total energy: -8173.6435 eV
HOMO: -14.1 eV
SMILES: NC[NH+]=C(N)N
spin multiplicity: 1
gap between HOMO and LUMO: 11.075 eV

Löwdin population analysis, charges in e, atoms 1 to 8: 0.061 -0.113 0.105 -0.532 0.193 0.218 0.079 0.119

---

Record 5
2 unconnected molecules or ions with the total composition C5H5N3O in a non-equilibrium geometry. Source: OMol25; level of theory: ωB97M-V with the def2-TZVPD basis set.

XYZ file:
```
14
Properties=species:S:1:pos:R:3:forces:R:3
C -3.414 0.568 -1.056 1.4 0.8 1.2
C -3.419 -1.180 0.534 0.2 -1.2 0.4
C 1.988 -1.919 -0.445 0.3 -1.6 -2.0
C -1.319 1.578 0.717 1.6 1.3 1.5
C -2.769 -0.073 0.056 -0.7 0.3 -1.3
N -3.876 1.249 -1.865 -0.1 -0.2 -0.2
N -3.916 -2.157 0.867 -0.6 -0.8 0.4
N 0.915 -1.463 -0.942 1.1 2.3 3.4
O -1.846 0.445 0.877 -1.4 0.1 -0.9
H 2.449 -2.819 -0.988 -0.2 1.0 1.3
H 2.545 -1.487 0.389 -0.4 0.2 -0.2
H -0.813 1.987 1.554 0.6 -0.4 1.0
H -1.268 2.249 -0.082 -0.9 0.1 -2.0
H 0.572 -2.032 -1.629 -0.9 -1.8 -2.5
```
Forces are in eV/Å.

Properties
LUMO (alpha / beta): -1.6 / -0.8 eV
energy relative to the best compared isomer or geometry (same formula, charge and spin): 5.653 eV
total energy: -11778.0672 eV
HOMO (alpha / beta): -8.7 / -8.9 eV
spin multiplicity: 1
gap between HOMO and LUMO (alpha / beta): 7.040 / 8.089 eV

Löwdin population analysis, charges in e, atoms 1 to 8: -0.166 -0.214 -0.129 0.058 -0.286 0.170 0.173 0.022

---

Record 6
A single C4H9NOS molecule in a non-equilibrium geometry. Source: OMol25; level of theory: ωB97M-V with the def2-TZVPD basis set.

XYZ file:
```
16
Properties=species:S:1:pos:R:3:forces:R:3
C 2.094 1.029 0.521 3.9 -0.6 1.0
C 0.906 1.841 0.438 -2.3 2.2 -0.5
C 0.786 0.453 0.821 -1.6 -3.7 -4.5
C -2.290 -1.806 -0.244 2.9 -0.4 -2.3
N 0.192 -0.767 -0.302 1.9 2.9 3.3
O -1.257 -0.265 -2.329 -0.5 -0.1 -0.4
S -1.344 -0.274 -0.862 0.4 -0.5 -0.4
H 2.640 0.902 -0.471 -0.8 -0.4 1.6
H 2.755 1.124 1.447 -0.6 0.0 -1.6
H 0.623 2.537 1.253 0.3 -0.1 -1.0
H 0.579 2.016 -0.594 0.0 0.6 0.6
H 0.363 0.201 1.715 -0.2 -0.7 2.4
H -3.323 -1.925 -0.497 -0.7 0.8 0.0
H -2.052 -1.572 0.792 -0.2 -1.2 0.3
H -1.750 -2.669 -0.842 -0.7 1.4 2.0
H 1.078 -0.827 -0.847 -1.8 -0.2 -0.6
```
Forces are in eV/Å.

Properties
LUMO: 0.9 eV
energy relative to the best compared isomer or geometry (same formula, charge and spin): 4.802 eV
total energy: -18662.7241 eV
HOMO: -8.6 eV
spin multiplicity: 1
gap between HOMO and LUMO: 9.494 eV

Löwdin population analysis, charges in e, atoms 1 to 8: -0.159 -0.178 -0.267 -0.229 -0.219 -0.542 0.792 0.137

---

Record 7
A single C4HNO4S molecule in a non-equilibrium geometry. Source: OMol25; level of theory: ωB97M-V with the def2-TZVPD basis set.

XYZ file:
```
11
Properties=species:S:1:pos:R:3:forces:R:3
O 1.301 -2.277 0.326 -1.0 0.5 0.7
S 0.850 -0.997 -0.141 0.1 -1.9 -1.1
O 1.542 -0.496 -1.279 -0.2 0.9 -0.5
C 0.796 0.239 1.158 2.2 -2.1 2.1
C -0.046 1.139 0.890 -3.3 2.5 -3.9
O -0.685 2.307 0.621 0.2 0.8 0.6
C -0.800 1.300 -0.364 0.7 0.6 2.1
C -1.429 0.240 -0.792 -1.1 -0.4 -0.6
O -1.786 -0.565 -1.811 -0.2 1.1 -1.7
N -1.234 -1.078 -0.600 2.5 -1.5 2.7
H 1.492 0.189 1.992 0.0 -0.5 -0.3
```
Forces are in eV/Å.

Properties
LUMO (alpha / beta): -1.3 / -1.3 eV
energy relative to the best compared isomer or geometry (same formula, charge and spin): 6.231 eV
total energy: -24668.2330 eV
HOMO (alpha / beta): -9.8 / -9.8 eV
SMILES: O=S1(=O)C=C2OC2=C2ON21
spin multiplicity: 1
gap between HOMO and LUMO (alpha / beta): 8.531 / 8.530 eV

Löwdin population analysis, charges in e, atoms 1 to 8: -0.289 0.796 -0.268 -0.079 -0.237 0.191 -0.071 -0.347

---

Record 8
A molecular structure, C8H7NOS in a non-equilibrium geometry. Source: OMol25; level of theory: ωB97M-V with the def2-TZVPD basis set.

XYZ file:
```
18
Properties=species:S:1:pos:R:3:forces:R:3
C 1.866 1.447 -0.290 -0.2 0.7 -0.2
C -2.452 1.122 -0.149 -0.6 -0.6 0.5
C -1.069 1.389 -0.225 2.8 0.2 1.0
C -2.805 -0.203 -0.102 4.0 0.9 -0.8
C -0.315 0.231 -0.188 -0.4 0.1 -0.8
C 1.700 -1.024 -1.123 -3.3 -0.8 -0.3
C 1.905 -0.768 0.902 -1.4 0.3 1.6
C 1.202 0.093 -0.239 -0.1 1.7 1.8
N 2.306 2.524 -0.255 -0.6 -1.9 -0.1
O 2.215 -1.767 -0.065 0.8 -1.0 1.3
S -1.338 -1.198 -0.284 -0.6 1.4 0.7
H -3.168 1.893 -0.011 -0.6 0.6 -0.2
H -0.446 2.367 -0.137 -1.9 -1.5 -0.3
H -3.711 -0.677 -0.190 -2.0 -0.8 0.1
H 0.709 -1.509 -1.485 2.2 0.4 -0.4
H 2.413 -0.746 -1.835 0.9 0.1 -1.4
H 2.792 -0.255 1.292 0.0 -0.2 -0.1
H 1.257 -1.087 1.851 1.1 0.4 -2.3
```
Forces are in eV/Å.

Properties
LUMO: 0.6 eV
energy relative to the best compared isomer or geometry (same formula, charge and spin): 2.801 eV
total energy: -22779.4774 eV
HOMO: -9.3 eV
spin multiplicity: 1
gap between HOMO and LUMO: 9.858 eV

Löwdin population analysis, charges in e, atoms 1 to 8: -0.147 -0.193 -0.117 -0.334 -0.459 -0.163 -0.103 -0.362